1.
DFT (wB97M-V/def2-TZVPD) results for a structure of composition C4H7NO2.

Results
Net charge: 0
Electronic energy (hartree): -361.74390
Multiplicity: 1
E_HOMO (eV): -9.441

Atoms and positions in Å:
O -1.15 -0.51 1.54
C -1.21 0.14 0.32
C -0.60 1.37 0.18
O 1.52 0.99 -0.41
C 1.81 -0.15 0.00
N 1.02 -1.23 -0.13
C -0.07 -0.98 -0.87
H -0.33 -1.04 1.53
H -2.10 -0.07 -0.27
H -0.77 1.96 -0.71
H -0.08 1.84 1.00
H 2.73 -0.30 0.59
H 0.00 -0.30 -1.72
H -0.77 -1.80 -0.97

Quick look at the Mulliken charges, all values in e: -0.55, -0.03, -0.48, -0.55, 0.08, -0.69, -0.38, 0.38, 0.40, 0.29, 0.26, 0.42, 0.42, 0.41

***

2.
DFT (wB97M-V/def2-TZVPD) results for a structure of composition C39H80FeO35P4S.

Results
Net charge: 0
Electronic energy (hartree): -7195.19236
Multiplicity: 5
E_HOMO (alpha / beta) (eV): -8.207 / -7.531
⟨S²⟩: 6.01

Atoms and positions in Å:
Fe 0.71 -0.02 0.07
S -1.77 0.56 -0.53
O -1.05 0.35 0.73
O -0.67 0.07 -1.32
O -2.97 -0.30 -0.63
O -2.01 1.98 -0.77
C -2.46 0.30 -4.41
C -3.58 -0.63 -4.17
O -4.75 0.12 -4.41
C -4.48 1.40 -4.54
O -5.31 2.33 -4.65
O -3.14 1.59 -4.44
H -1.95 0.09 -5.35
H -1.70 0.25 -3.63
H -3.45 -1.11 -3.19
H -3.60 -1.30 -5.02
C -5.76 2.16 -1.31
C -7.01 1.51 -1.81
O -7.88 2.65 -1.97
C -7.27 3.79 -1.85
O -7.80 4.89 -1.77
O -5.89 3.53 -1.56
H -4.95 1.60 -1.76
H -5.67 2.01 -0.23
H -7.47 0.79 -1.14
H -6.82 1.10 -2.80
C -4.22 0.70 2.64
C -4.03 -0.17 3.86
O -5.31 -0.26 4.47
C -6.26 0.24 3.64
O -7.52 0.13 3.75
O -5.69 0.76 2.57
H -3.73 0.23 1.78
H -3.81 1.70 2.80
H -3.28 0.25 4.54
H -3.71 -1.19 3.62
C -5.68 -1.66 -0.55
C -5.25 -2.90 0.19
O -6.23 -3.76 -0.35
C -7.25 -3.15 -0.86
O -8.29 -3.66 -1.22
O -7.02 -1.90 -0.87
H -5.05 -1.55 -1.43
H -5.61 -0.72 0.01
H -5.37 -2.86 1.28
H -4.27 -3.30 -0.07
C -1.00 3.93 -2.57
C -1.39 4.69 -1.39
O -0.91 6.00 -1.61
C -0.44 6.12 -2.91
O -0.14 7.18 -3.47
O -0.46 4.96 -3.49
H -1.84 3.38 -2.99
H -0.19 3.27 -2.27
H -0.98 4.12 -0.55
H -2.47 4.77 -1.28
C 6.64 -1.24 -2.54
C 6.01 0.20 -2.51
O 4.96 0.15 -1.57
P 3.44 -0.16 -2.04
O 2.51 -0.37 -0.91
O 3.61 -1.42 -3.00
C 2.71 -2.47 -3.10
C 2.98 -3.57 -2.08
O 3.11 1.02 -3.08
C 1.82 1.13 -3.72
C 1.90 2.00 -5.07
H 6.06 -1.92 -3.17
H 7.65 -1.23 -2.94
H 6.71 -1.66 -1.54
H 6.63 1.01 -2.13
H 5.77 0.44 -3.55
H 1.71 -2.05 -2.97
H 2.70 -2.89 -4.11
H 3.82 -4.24 -2.27
H 3.20 -3.08 -1.13
H 2.10 -4.21 -2.11
H 1.40 0.20 -4.10
H 1.11 1.43 -2.95
H 1.03 1.64 -5.62
H 1.85 3.08 -4.96
H 2.83 1.80 -5.60
C 3.96 -0.01 5.92
C 4.30 0.40 4.48
O 3.15 0.63 3.59
P 2.17 -0.60 3.16
O 1.31 -0.32 1.97
O 3.20 -1.83 3.24
C 3.76 -2.41 2.06
C 4.73 -1.60 1.27
O 1.27 -0.97 4.48
C 0.44 0.02 5.07
C -0.25 -0.43 6.31
H 3.34 0.76 6.38
H 3.49 -0.99 5.77
H 4.92 -0.14 6.43
H 4.92 1.30 4.46
H 5.01 -0.27 3.99
H 4.25 -3.33 2.37
H 2.96 -2.67 1.38
H 4.92 -2.07 0.31
H 4.54 -0.55 1.05
H 5.62 -1.60 1.91
H 0.96 0.97 5.14
H -0.32 0.24 4.32
H 0.43 -0.52 7.16
H -0.85 0.35 6.78
H -0.92 -1.30 6.25
C -1.96 -3.97 -3.41
C -1.55 -3.25 -2.15
O -0.61 -4.04 -1.40
P -0.17 -3.40 0.07
O 0.51 -2.07 0.08
O -1.58 -3.62 0.91
C -1.82 -3.01 2.13
C -2.39 -3.94 3.20
O 0.81 -4.58 0.68
C 0.50 -5.95 0.65
C 0.33 -6.53 2.09
H -2.60 -4.84 -3.26
H -2.48 -3.33 -4.11
H -1.13 -4.39 -3.97
H -1.10 -2.34 -2.53
H -2.41 -2.85 -1.60
H -0.89 -2.57 2.48
H -2.43 -2.12 2.01
H -3.22 -4.50 2.78
H -1.55 -4.61 3.40
H -2.61 -3.47 4.16
H -0.44 -6.19 0.15
H 1.35 -6.53 0.28
H -0.62 -6.20 2.52
H 0.25 -7.61 1.99
H 1.15 -6.28 2.76
C 3.85 5.19 -2.34
C 2.76 4.40 -1.63
O 3.37 3.35 -0.89
P 2.60 2.73 0.41
O 1.45 1.84 0.19
O 3.83 1.92 1.08
C 5.02 2.64 1.53
C 6.29 1.72 1.30
O 2.33 3.95 1.44
C 2.15 3.74 2.79
C 0.67 3.87 3.00
H 4.46 5.81 -1.68
H 4.59 4.57 -2.84
H 3.46 5.96 -3.00
H 2.16 5.01 -0.95
H 2.15 3.90 -2.39
H 5.18 3.49 0.87
H 5.00 2.99 2.57
H 6.41 1.35 0.28
H 7.23 2.23 1.46
H 6.26 0.89 2.01
H 2.50 2.74 3.05
H 2.65 4.51 3.38
H 0.30 4.82 2.62
H 0.18 3.09 2.41
H 0.35 3.83 4.04

Here are the Mulliken charges for atoms 1 to 99, given in e: 0.96, 0.70, -0.29, -1.89, 0.61, -0.49, 0.71, 0.88, -0.39, 0.55, -0.60, -0.33, 0.32, -0.65, -0.81, 0.29, 0.53, -0.06, -0.39, 0.54, -0.60, -0.35, -0.43, 0.15, 0.30, 0.17, 0.55, 0.33, -0.39, 0.59, -0.61, -0.35, -0.50, 0.27, 0.13, -0.07, 0.93, 0.64, -0.41, 0.59, -0.64, -0.36, -0.55, -0.13, 0.02, -0.21, 1.10, 0.27, -0.45, 0.53, -0.62, -0.48, -0.02, -0.51, 0.02, 0.19, -1.14, -0.48, 0.15, -1.34, 1.52, -0.11, 0.06, -0.79, -0.40, 0.35, -1.48, 0.25, 0.46, 0.21, 0.44, 0.23, -0.36, 0.55, 0.49, -0.17, 0.31, 0.24, -0.01, 0.43, 0.27, 0.34, -1.29, -0.46, 0.46, -0.53, 0.83, -0.45, 0.33, -0.43, -0.43, 0.58, -1.53, 0.25, 0.26, 0.48, 0.46, 0.25, 0.44

***

3.
DFT (wB97M-V/def2-TZVPD) results for an isolated molecule of C11H12N2O2.

Results
Net charge: 0
Electronic energy (hartree): -686.27059
Multiplicity: 1
E_HOMO (eV): -8.115
SMILES: N[C@@H](Cc1c[nH]c2ccccc12)C(=O)O

Atoms and positions in Å:
N 1.78 0.59 -1.39
C 0.97 -0.41 -2.03
C -0.48 -0.86 -1.51
C -0.59 -0.92 -0.08
C -0.55 -2.07 0.61
N -0.78 -1.84 1.94
C -0.85 -0.48 2.17
C -0.87 0.35 3.31
C -0.86 1.77 3.30
C -0.57 2.31 2.03
C -0.62 1.54 0.83
C -0.86 0.08 0.90
C 0.89 -0.30 -3.55
O -0.07 -0.70 -4.17
O 1.98 0.30 -4.11
H 2.11 0.29 -0.47
H 1.18 1.35 -1.41
H 1.65 -1.27 -1.93
H -0.54 -2.00 -2.05
H -1.48 -0.34 -2.19
H -0.42 -2.97 0.29
H -0.63 -2.60 2.75
H -1.24 -0.20 4.20
H -0.90 2.29 4.23
H -0.40 3.46 1.77
H -0.51 2.11 -0.16
H 2.63 0.50 -3.30

Quick look at the Mulliken charges, all values in e: -0.64, 0.11, -0.79, 0.87, -1.09, -0.10, -0.23, -0.56, -0.68, -0.49, -0.37, 0.53, 0.49, -0.56, -0.53, 0.29, 0.20, 0.28, 0.24, 0.32, 0.70, 0.31, 0.24, 0.44, 0.19, 0.41, 0.41